No. 1
88
Properties=species:S:1:pos:R:3:forces:R:3 method="wB97M-V/def2-TZVPD" relative_energy_ev=13.292 homo_energy_ev="-5.80 / -5.80" charge=-1 gap_ha="0.29685 / 0.25888" spin_multiplicity=2
Cl 1.05425 0.13901 0.49827 0.1 0.8 2.0
O 0.30127 -1.05134 0.09464 1.1 2.8 2.5
O 0.78275 1.22413 -0.40097 5.8 0.8 2.3
O 0.65096 0.73726 1.77665 1.4 -0.7 -1.8
O 2.45431 -0.19413 0.47962 -1.8 0.1 0.0
C -2.12632 -1.93291 1.09055 -1.9 2.5 -0.4
C -2.76753 -0.65949 1.78359 1.0 0.0 2.2
C -1.63588 -0.06116 2.73968 -1.3 -2.3 -0.2
C -1.96872 1.22408 3.41020 1.6 0.9 -2.2
C -2.10579 2.25928 2.25636 -0.7 0.5 1.2
C -3.16912 1.89618 1.16687 1.6 0.8 0.1
N -3.07536 0.46697 0.79885 -4.2 -2.5 -1.9
O -3.99666 0.13919 -0.24285 3.1 0.8 4.2
C -4.50783 2.29903 1.74989 -1.5 -0.5 0.5
C -2.84207 2.69999 -0.16265 -0.4 -0.1 1.6
C -3.92604 -1.03756 2.75475 -0.8 0.5 -0.9
H -2.21414 -2.93110 1.51950 -0.7 0.9 0.7
H -1.07613 -1.67806 0.94826 -2.1 0.7 -0.1
H -2.61398 -2.00679 0.11853 0.2 -0.1 -0.3
H -1.46710 -0.76518 3.55452 -0.1 -0.7 -0.2
H -0.70966 -0.02454 2.16621 -1.4 0.1 0.9
H -1.03591 1.53864 3.87820 -0.1 0.0 0.7
H -2.77890 1.19853 4.13895 -0.1 0.1 -0.3
H -1.16667 2.65044 1.86506 0.3 -1.0 -0.3
H -2.36603 3.11852 2.87450 -1.0 0.7 -0.7
H -5.35481 1.70538 1.40594 0.0 0.4 -1.3
H -4.74288 2.08579 2.79266 1.3 0.0 0.7
H -4.64979 3.37762 1.68218 -0.2 -0.1 -0.5
H -2.59757 3.69857 0.19951 -0.3 0.3 -0.4
H -1.97218 2.29787 -0.68197 -0.4 0.5 0.8
H -3.68877 2.64362 -0.84678 0.0 0.6 0.4
H -3.62961 -1.76695 3.50854 0.3 -0.1 -0.3
H -4.80583 -1.41317 2.23227 0.1 -0.3 -0.2
H -4.31446 -0.18580 3.31309 0.3 0.3 0.0
O -0.58065 1.55425 -2.91864 -5.3 6.8 5.7
C -1.44407 1.01559 -2.22633 -2.8 -0.9 -0.9
N -1.10014 0.56481 -1.07177 -5.8 -2.1 -0.6
C -2.92081 0.77539 -2.68841 1.0 1.0 0.2
H -1.76936 0.12278 -0.45790 -0.1 0.2 -0.7
H -0.24788 0.93229 -0.67339 -2.5 -0.1 -1.3
H -3.54808 1.39170 -2.04436 0.1 -0.5 0.0
H -3.20152 -0.26640 -2.53360 0.0 0.1 -0.3
H -3.14053 1.19651 -3.66947 0.5 -0.6 -0.3
O 1.15165 -5.07287 0.81304 3.3 -7.3 1.3
C 0.66926 -4.05443 0.57030 4.0 2.2 -4.9
N -0.31487 -3.61874 1.19927 -4.2 1.6 1.1
C 1.24510 -3.23534 -0.60350 -0.8 0.2 -0.2
H -0.70387 -4.24688 1.88791 0.2 0.6 0.3
H -0.32014 -2.60877 1.20539 -0.5 -1.7 0.6
H 1.66154 -3.83511 -1.41279 -0.5 -0.7 0.2
H 2.04028 -2.49547 -0.51192 0.1 -0.2 1.1
H 0.44535 -2.59613 -0.97756 0.2 -1.5 0.4
O 2.49840 4.38904 -1.65058 0.4 2.7 0.5
C 2.99066 3.37889 -2.11026 -2.6 -0.2 0.2
N 2.33746 2.25825 -1.76650 0.4 0.6 -0.4
C 4.15984 3.37288 -2.99611 2.5 -0.2 0.5
H 1.53336 2.35493 -1.16302 1.1 0.9 -1.2
H 2.57888 1.41677 -2.27021 -1.2 0.6 0.6
H 4.07602 3.30975 -4.08105 -0.6 0.1 0.2
H 4.70080 2.48097 -2.67993 0.3 0.5 -0.5
H 4.82922 4.18664 -2.71712 -0.4 0.5 -0.2
O 2.24117 -1.71934 4.93666 0.1 -0.9 -0.3
C 2.00625 -1.63071 3.72372 -0.4 1.4 2.8
N 2.37962 -0.51604 3.10349 0.9 0.4 -0.8
C 1.10054 -2.59025 3.03121 1.7 1.0 0.0
H 2.12218 -0.26551 2.15953 1.0 -0.8 1.7
H 2.85544 0.21413 3.61393 -0.1 -0.4 0.3
H 1.22916 -2.43060 1.96066 0.4 -0.2 0.7
H 0.07479 -2.34679 3.30807 0.2 -0.2 0.2
H 1.45951 -3.55907 3.37855 -0.6 -0.2 -0.4
O 1.79740 -1.33492 -4.50809 1.5 -2.1 -1.5
C 1.13019 -0.67146 -3.73644 -1.2 1.0 -1.0
N 0.58366 0.43653 -4.15385 3.7 -2.7 -5.1
C 0.75399 -1.07974 -2.38937 -0.2 -1.8 0.5
H -0.07146 1.00110 -3.63213 1.2 -1.0 -2.3
H 0.74601 0.62277 -5.13317 0.3 -0.1 0.0
H -0.32275 -1.00863 -2.23545 0.5 0.5 -0.1
H 1.31359 -0.66085 -1.55302 -0.1 0.1 -1.5
H 0.85137 -2.15519 -2.24092 0.8 0.8 -1.5
O 3.84312 0.89271 -2.78903 0.1 2.3 -4.5
C 4.00100 -0.12413 -2.24915 2.3 -4.7 2.5
N 3.67906 -1.31816 -2.79629 1.2 0.4 1.1
C 4.68380 -0.13918 -0.92493 1.1 -1.2 1.2
H 4.00956 -2.16895 -2.36380 -0.3 0.2 -0.3
H 3.30952 -1.25538 -3.73416 -0.4 -0.8 -0.2
H 3.99264 -0.10980 -0.08258 0.9 0.0 -0.8
H 5.42882 0.63099 -0.72520 -0.2 0.4 -0.7
H 5.23812 -1.07674 -0.88238 0.1 -0.2 0.4

***

No. 2
24
Properties=species:S:1:pos:R:3:forces:R:3 method="wB97M-V/def2-TZVPD" relative_energy_ev=3.720 homo_energy_ev="-9.03 / -13.25" charge=+1 gap_ha="0.23158 / 0.17244" spin_multiplicity=3
C -0.06781 -0.47557 -1.79225 1.0 4.1 -11.3
C -0.94101 -1.19811 -2.80009 -0.1 2.0 0.8
C -0.79361 -1.63833 0.07074 1.0 0.9 -2.6
C -1.23888 -2.59567 -1.00835 -1.0 -3.1 1.1
C 0.99808 0.11310 0.24199 -0.6 -3.2 -4.1
C 0.57500 1.22470 1.11839 -2.0 2.7 1.1
C 0.76993 3.10931 2.53188 0.5 1.4 -2.4
N 0.05782 -0.61616 -0.57908 0.9 -1.5 12.8
N 1.42142 2.28410 1.42303 -1.0 -1.8 3.0
O -1.82521 -2.08835 -2.17570 -0.3 0.5 0.7
O 0.94583 -0.11082 1.57270 0.3 0.6 0.5
H 0.67624 0.26656 -2.20527 -1.0 -0.9 -0.1
H -1.59011 -0.36088 -3.29566 1.3 -1.9 0.2
H -0.18360 -1.70504 -3.41721 -0.8 -0.1 -0.7
H -1.65233 -1.27670 0.51602 -1.8 1.5 0.9
H -0.23885 -2.09983 0.81784 1.0 -1.2 1.2
H -0.45406 -3.31138 -1.32139 0.0 0.3 0.4
H -2.01641 -3.20788 -0.41620 0.9 0.6 -1.4
H 1.96615 0.21314 -0.27432 -0.1 0.2 0.3
H -0.54138 1.50657 1.22775 1.9 -0.8 -0.4
H 0.13011 2.46506 3.12110 0.4 0.0 0.6
H 1.52516 3.76731 3.00364 -0.6 -0.8 0.0
H 0.12110 3.74049 1.91588 -0.2 0.4 0.6
H 2.35642 1.99438 1.72459 0.1 0.0 -0.8

***

No. 3
164
Properties=species:S:1:pos:R:3:forces:R:3 method="wB97M-V/def2-TZVPD" homo_energy_ev=0.95 charge=-2 gap_ha=0.06489
C 3.40929 0.89922 -1.82586 0.6 -0.3 1.4
C 1.98321 0.48782 -1.45476 -0.9 1.8 -1.5
C 1.72840 0.05547 -0.02423 1.0 -1.3 -0.1
O 0.38635 -0.32246 0.16407 -0.1 0.0 0.1
C 0.16320 -1.03333 1.36202 -0.3 -0.3 -0.2
N 1.08110 1.66931 -1.77492 0.1 -0.7 1.2
H 1.28501 2.49126 -1.20780 -0.1 -0.1 0.0
H 1.16437 1.96450 -2.77406 0.2 0.5 -1.4
H 0.07968 1.42700 -1.74143 0.0 -0.1 -0.4
H 4.12662 0.07996 -1.75023 -0.3 -0.3 -0.2
H 3.79441 1.58663 -1.06663 -0.1 0.3 -0.1
H 3.52549 1.34711 -2.80765 -0.6 -0.3 0.0
H 1.65489 -0.20155 -2.23573 -0.2 -0.7 0.6
H 2.05812 0.74683 0.75995 -0.1 0.6 -0.3
H 2.37420 -0.81927 0.13507 0.0 -0.1 0.0
H 0.50892 -0.48362 2.24135 -0.1 0.1 0.1
H 0.61068 -2.03567 1.39242 0.6 0.1 -0.3
H -0.90085 -1.25736 1.41112 -0.1 0.5 0.1
P -0.03319 1.65710 -4.88528 -5.2 -3.9 -3.5
O -0.91207 1.01309 -3.75121 1.4 0.9 3.1
O 0.32837 0.37954 -5.72736 2.5 0.7 0.6
O 1.12940 2.55427 -4.35178 0.6 0.1 0.9
O -1.16626 2.28409 -5.77919 1.6 2.3 0.8
C 4.49268 0.70236 3.28733 -1.1 1.1 0.4
C 4.17574 -0.72967 2.87050 0.4 -0.3 0.7
C 4.85150 -0.85314 1.49633 -0.6 -0.1 0.9
O 4.68024 0.43532 0.95839 -0.6 -0.1 -1.4
C 4.72003 1.43868 1.94797 1.8 -0.6 0.5
H 5.27202 0.79410 4.04493 0.5 -0.1 -0.5
H 3.65321 1.22375 3.75825 -0.3 -0.5 0.1
H 3.09506 -0.88083 2.85535 0.0 0.0 -0.6
H 4.52367 -1.46466 3.60178 0.3 0.0 0.0
H 4.35040 -1.65185 0.94750 -0.1 0.5 -0.6
H 5.91261 -1.12725 1.49359 0.1 0.1 0.5
H 4.03989 2.25834 1.72028 -0.3 -0.3 -0.1
H 5.73869 1.84818 1.92535 -0.1 0.3 0.1
C -3.35488 -5.45218 0.10995 -0.4 0.2 -1.8
C -3.79516 -4.20689 0.83465 0.3 -0.2 1.7
C -2.50395 -3.89576 1.57948 -0.8 -0.5 -0.3
O -1.53824 -4.04385 0.54161 1.6 0.9 0.5
C -1.96592 -4.99240 -0.42642 -1.8 -0.1 -0.1
H -4.01350 -5.57102 -0.75495 0.1 -0.6 0.1
H -3.35373 -6.35350 0.72073 0.1 0.1 0.1
H -4.58503 -4.31494 1.58220 -0.3 -0.3 -0.3
H -4.03763 -3.37753 0.16972 0.1 -0.1 -0.1
H -2.27149 -4.60979 2.37903 -0.2 -0.3 0.0
H -2.64393 -2.95024 2.10493 1.1 0.6 -0.7
H -1.27111 -5.79717 -0.67905 0.3 -0.1 0.9
H -2.14170 -4.51144 -1.39478 0.0 0.4 0.2
C 1.27213 -2.63129 6.65765 0.4 1.0 0.7
C 0.08463 -2.99371 5.81021 -0.5 -1.1 0.1
C -0.04721 -1.83723 4.88596 -0.1 1.7 -0.4
O 1.28628 -1.36403 4.64075 0.9 -1.0 0.0
C 2.18162 -1.77074 5.76019 -2.2 -0.2 -1.5
H 1.76496 -3.48534 7.11918 0.1 0.1 0.0
H 0.87353 -1.97202 7.43430 0.2 -0.2 0.3
H -0.77380 -3.21044 6.44835 -0.2 0.3 -0.2
H 0.21379 -3.90167 5.21311 0.3 0.0 0.0
H -0.52808 -0.92653 5.26475 -0.6 -0.5 0.5
H -0.58358 -2.08064 3.96666 0.4 0.0 -0.2
H 2.45325 -0.79320 6.14928 0.8 -0.4 0.5
H 2.95558 -2.40749 5.33429 0.4 0.5 0.1
O -3.59474 -2.70978 -2.55464 -0.2 0.2 0.7
S -3.12493 -1.34856 -2.43029 0.3 1.4 -1.5
O -3.22199 -0.45178 -3.54918 -0.4 -1.2 1.1
O -3.99294 -0.66301 -1.21147 0.6 -0.9 -0.4
C -3.61188 0.66902 -0.86863 -0.2 0.9 0.6
C -4.83832 1.40599 -0.33074 0.4 0.4 0.1
C -1.45446 -1.34231 -1.78826 -1.1 0.3 0.3
H -3.17382 1.25465 -1.68094 -0.2 -0.5 -0.5
H -2.81193 0.65796 -0.12255 -0.2 -0.3 0.2
H -5.60771 1.55760 -1.08787 0.0 -0.2 -0.1
H -4.51030 2.40715 -0.03225 0.0 0.0 0.0
H -5.29753 0.95244 0.55044 0.1 -0.3 -0.1
H -1.44773 -1.90102 -0.85199 0.0 -0.3 -0.2
H -1.25253 -0.29909 -1.56533 0.3 0.0 -0.5
H -0.79713 -1.71324 -2.56979 0.0 0.2 -0.1
O -0.97340 5.55408 -1.72993 0.0 1.0 1.2
S -1.88717 4.49448 -1.45050 -0.4 -1.6 -3.8
O -1.44854 3.33548 -0.72891 -0.6 0.6 1.1
O -3.28110 5.04504 -0.79296 1.1 -0.9 0.6
C -3.81360 6.27485 -1.23079 -0.1 1.4 -0.4
C -5.08925 6.07051 -2.01201 -0.3 -0.8 -0.6
C -2.36771 3.90890 -3.10213 -0.7 -0.2 1.1
H -3.10417 6.86429 -1.81988 0.2 -0.4 -0.1
H -3.96865 6.89949 -0.34604 -0.2 -0.2 0.1
H -5.80710 5.47191 -1.44742 -0.2 0.4 0.2
H -4.94959 5.47347 -2.91780 0.5 0.0 0.1
H -5.52066 6.99349 -2.40129 -0.1 0.2 0.5
H -2.79839 4.69136 -3.72233 0.4 0.3 0.1
H -3.10723 3.11016 -3.03014 0.1 -0.1 0.2
H -1.48494 3.42425 -3.51366 0.3 -0.1 -0.4
O 5.50726 -0.84333 -4.25741 -0.1 0.0 -0.9
S 4.70124 -0.81098 -5.46866 -1.6 1.3 0.4
O 5.25531 -0.26318 -6.68588 0.0 -0.9 0.6
O 4.17563 -2.31671 -5.76486 1.1 -0.2 0.0
C 3.99394 -3.07403 -4.54645 -0.4 -0.3 0.3
C 3.82455 -4.55051 -4.84481 -0.3 -0.4 -0.7
C 3.07693 -0.05159 -5.18680 1.0 -0.3 0.5
H 3.10565 -2.64889 -4.08097 0.1 -0.1 0.4
H 4.86862 -2.96632 -3.91145 -0.1 0.3 0.0
H 4.46077 -4.78672 -5.70103 0.0 -0.1 0.0
H 2.80652 -4.85740 -5.09479 -0.1 0.4 -0.2
H 4.10297 -5.22288 -4.03177 0.3 0.4 0.3
H 2.57600 -0.54258 -4.35315 0.0 -0.4 -0.3
H 2.49376 -0.15343 -6.10009 -0.3 0.3 0.2
H 3.18669 0.96674 -4.81613 0.1 0.2 -0.7
O -3.78138 -1.49767 4.39702 -0.1 0.5 -0.3
S -3.93104 -0.60075 3.27678 -0.7 0.2 -0.6
O -2.79020 -0.22453 2.49610 -0.7 -0.6 0.3
O -5.01231 -1.24154 2.24674 0.9 0.7 0.6
C -6.16409 -1.90369 2.79037 0.3 -1.7 -0.1
C -7.39808 -1.55944 1.99522 0.2 0.7 -0.2
C -4.85781 0.88346 3.72440 0.6 -1.0 0.2
H -6.23863 -1.80800 3.87577 -0.1 0.6 -0.1
H -5.95473 -2.97254 2.68246 0.0 0.0 -0.1
H -8.07825 -2.40473 1.90883 -0.2 0.1 0.4
H -7.13473 -1.31934 0.96363 0.3 0.0 0.1
H -7.86203 -0.66753 2.41877 -0.4 -0.1 -0.1
H -4.34224 1.34788 4.56227 0.0 0.2 -0.1
H -5.83566 0.51186 4.02408 -0.1 0.3 0.0
H -4.88189 1.50158 2.83146 0.0 0.1 0.1
O 1.89225 4.23012 -1.37405 0.8 0.9 0.1
S 2.32618 5.39444 -2.11586 -0.6 0.7 -1.1
O 2.43003 6.68274 -1.45502 0.2 -1.2 -0.4
O 3.76952 5.12398 -2.79456 -0.8 0.1 1.0
C 3.98445 3.76904 -3.23479 1.3 -0.6 -0.4
C 5.30511 3.81221 -4.02027 -1.0 0.5 0.4
C 1.30121 5.53597 -3.60056 0.5 0.4 0.8
H 3.19110 3.38133 -3.88285 -0.4 0.3 0.1
H 4.07766 3.10104 -2.37975 -0.1 0.5 0.0
H 5.48194 2.83377 -4.46142 0.2 0.1 -0.2
H 6.13908 4.13059 -3.39487 0.0 -0.2 0.1
H 5.14812 4.60611 -4.75182 0.3 -0.3 -0.4
H 1.94671 5.79255 -4.43752 0.1 -0.3 0.0
H 0.67012 6.40074 -3.41496 -0.3 -0.3 0.1
H 0.79966 4.57189 -3.72423 0.0 0.0 -0.4
O 3.24195 -2.85982 -1.43452 0.4 -1.0 0.7
S 3.04952 -4.14832 -0.81878 -1.1 0.4 -0.6
O 3.99415 -5.23005 -1.00303 -0.8 0.7 0.3
O 2.83735 -3.84315 0.74908 0.5 0.0 -0.3
C 2.75643 -4.93730 1.68087 0.5 -0.5 -0.5
C 2.21782 -4.41272 2.97520 -0.5 0.0 0.2
C 1.32389 -4.56647 -1.21155 0.6 0.1 0.2
H 3.75198 -5.35826 1.84525 0.1 0.3 -0.1
H 2.20693 -5.76983 1.23406 -0.5 0.2 0.1
H 2.90476 -3.66007 3.36237 0.0 -0.1 0.2
H 2.08787 -5.25627 3.65651 0.3 0.1 0.2
H 1.23511 -3.94201 2.91413 0.0 0.0 -0.4
H 0.77168 -3.75961 -0.73000 -0.1 0.0 -0.1
H 1.00575 -5.52159 -0.80092 0.2 0.0 0.0
H 1.15325 -4.52255 -2.28501 0.3 0.0 0.0
F -3.06414 5.59761 3.67072 0.0 0.3 -0.1
C -2.32859 4.46804 3.61594 -0.5 -1.1 -0.1
C -2.43053 3.63875 2.49429 0.5 0.1 -0.1
C -1.68639 2.46374 2.46388 -0.2 0.2 0.6
C -0.97114 2.08544 3.59332 0.0 -0.4 -0.3
C -0.92531 2.88961 4.71164 0.2 0.0 0.1
C -1.61723 4.09240 4.74673 0.0 0.4 -0.4
H -3.01157 3.86805 1.61052 -0.1 0.5 0.1
H -1.70189 1.81322 1.60222 0.0 0.2 -0.1
H -0.47724 1.12181 3.60313 0.2 0.1 0.0
H -0.29705 2.56622 5.53250 -0.2 0.1 0.2
H -1.58573 4.77333 5.58639 0.0 -0.1 0.1